DFT (wB97M-V/def2-TZVPD) results for 10 unconnected molecules or ions with the total composition C7H34N14O10 in a non-equilibrium geometry.

CARTESIAN COORDINATES (ANGSTROEM)
N  -3.0796  3.2441  1.0116
C  -1.9109  3.6254  1.6344
N  -1.2676  2.6201  2.3082
O  -1.4032  4.7150  1.4275
H  -3.6694  2.4781  1.2784
H  -3.4535  3.9854  0.4455
H  -0.4421  2.8205  2.8396
H  -1.5947  1.6645  2.2542
N  3.4524  0.6545  -0.4684
C  2.9909  0.8540  0.8415
N  2.9598  2.1772  1.1891
O  2.7120  -0.0829  1.5497
H  3.5228  -0.3062  -0.7468
H  3.6817  1.4295  -1.0606
H  2.8671  2.4118  2.1624
H  3.4491  2.8608  0.6393
N  0.0529  1.9533  -4.0953
C  0.4939  3.1080  -4.7019
N  -0.2319  4.2355  -4.4368
O  1.5141  3.1544  -5.3746
H  0.5274  1.1095  -4.3612
H  -0.8823  1.8669  -3.7397
H  0.1776  5.1141  -4.6935
H  -0.9365  4.2397  -3.7231
N  -0.2647  -1.8780  5.3339
C  0.8071  -1.4188  4.5913
N  0.4602  -0.9839  3.3347
O  1.9419  -1.4540  5.0113
H  -0.1059  -2.4329  6.1510
H  -1.1461  -1.9204  4.8565
H  -0.4387  -0.5709  3.1041
H  1.2542  -0.6750  2.7875
N  1.0561  -0.7482  -1.9825
C  0.1386  -0.8304  -0.9733
N  -0.0816  0.3576  -0.3223
O  -0.4595  -1.8672  -0.7231
H  1.5645  0.1162  -1.9423
H  1.1606  -1.5039  -2.6352
H  0.4472  1.1998  -0.4614
H  -0.5109  0.2127  0.5852
N  -3.4901  -0.5017  0.4421
C  -3.1310  -0.3152  1.7275
N  -4.1430  -0.1670  2.6320
O  -1.9424  -0.1995  2.0755
H  -2.8324  -0.5829  -0.3145
H  -4.4529  -0.7220  0.2599
H  -5.1133  -0.2117  2.3869
H  -3.8435  -0.1696  3.5904
N  1.8251  -3.3713  -3.2085
C  0.9584  -4.1685  -2.4635
N  1.5259  -4.7050  -1.3354
O  -0.1840  -4.3955  -2.7879
H  1.6922  -3.2736  -4.1960
H  2.6204  -2.9489  -2.7662
H  0.9843  -5.4097  -0.8669
H  2.5243  -4.7370  -1.2382
O  1.6545  -2.8544  1.2434
H  0.7758  -2.4863  1.3932
H  1.6062  -3.2293  0.3569
O  -2.0280  -4.0958  -0.5159
H  -2.3221  -4.4532  0.3272
H  -1.4776  -3.3251  -0.3000
O  1.2710  3.9579  -1.6930
H  1.7920  3.2186  -2.0207
H  0.3768  3.6105  -1.6230

The value obtained for the HOMO-LUMO gap is 8.9 eV. The energy relative to the best compared isomer or geometry (same formula, charge and spin) comes out at 1.670 eV. As for the SMILES: NC(N)=O.NC(N)=O.NC(N)=O.NC(N)=O.NC(N)=O.NC(N)=O.NC(N)=O.O.O.O. The total charge is 0.

***

DFT (wB97M-V/def2-TZVPD) results for a single C5H10ClNS molecule in a non-equilibrium geometry.

CARTESIAN COORDINATES (ANGSTROEM)
N  -1.3341  -0.8321  -1.0485
C  -1.0131  0.0895  0.0010
C  -0.4383  1.4322  -0.4937
C  0.7036  1.2885  0.5575
Cl  0.4842  2.3226  2.0382
C  0.2489  -0.1287  0.8676
C  1.2463  -1.1992  0.5610
S  1.6773  -1.3426  -1.2793
H  -1.9890  -0.4377  -1.7139
H  -1.7420  -1.7043  -0.7271
H  -1.9159  0.2375  0.6922
H  -1.0634  2.3188  -0.3147
H  -0.0534  1.2608  -1.5400
H  1.7417  1.4302  0.2092
H  0.0408  -0.3862  1.8699
H  2.2290  -1.0563  1.0890
H  0.8191  -2.2404  0.8478
H  0.3584  -1.0527  -1.6162

The value obtained for the HOMO-LUMO gap is 9.3 eV. The energy relative to the best compared isomer or geometry (same formula, charge and spin) comes out at 0.787 eV. As for the SMILES: N[C@@H]1C[C@@H](Cl)[C@@H]1CS. The total charge is 0.

***

DFT (wB97M-V/def2-TZVPD) results for a single C16H13BrO5S molecule in a non-equilibrium geometry.

CARTESIAN COORDINATES (ANGSTROEM)
O  0.5056  -1.5205  -2.3264
C  1.1168  -1.5604  -1.2271
C  1.7467  -2.9273  -0.9570
C  1.4549  -3.4784  0.4319
C  0.1119  -3.7619  0.8507
C  -0.1692  -4.5120  1.9620
C  0.7807  -4.9437  2.8399
C  2.1344  -4.5829  2.6476
C  2.4583  -3.9147  1.4329
Br  4.3587  -3.5124  1.1017
O  1.5645  -0.4374  -0.6151
C  0.7621  0.7872  -0.6615
C  1.4152  1.9088  -0.2932
C  0.8838  3.1197  -0.3059
C  -0.5038  3.2680  -0.6913
C  -1.2486  2.1351  -1.0625
C  -0.5839  0.9245  -1.0368
O  -2.5265  2.1885  -1.5232
S  -3.5037  3.4059  -0.9716
O  -4.4184  2.9234  0.1289
O  -4.2456  4.0171  -2.1114
C  -2.4183  4.6987  -0.2028
C  -1.0266  4.6389  -0.9259
H  2.7966  -2.6664  -1.1749
H  1.3113  -3.6460  -1.6459
H  -0.7200  -3.6270  0.3271
H  -1.2189  -4.7470  2.1705
H  0.4249  -5.4303  3.7444
H  2.8993  -5.0043  3.2953
H  2.4381  1.6608  -0.0223
H  1.3769  4.0792  -0.0376
H  -1.1317  0.0194  -1.2564
H  -2.2599  4.5613  0.9265
H  -3.0583  5.6221  -0.2586
H  -1.1691  4.8904  -2.0051
H  -0.3381  5.4239  -0.5468

The value obtained for the HOMO-LUMO gap is 9.7 eV. The energy relative to the best compared isomer or geometry (same formula, charge and spin) comes out at 0.187 eV. As for the SMILES: O=C(Cc1ccccc1Br)Oc1ccc2c(c1)OS(=O)(=O)CC2. The total charge is 0.

***

DFT (wB97M-V/def2-TZVPD) results for 2 unconnected molecules or ions with the total composition C11H15N in a non-equilibrium geometry.

CARTESIAN COORDINATES (ANGSTROEM)
C  0.8126  1.9148  1.7238
C  0.2175  0.5355  1.8129
C  0.6290  -0.5501  2.5217
N  -0.0340  -1.6790  2.0906
C  -0.8971  -1.3394  1.0782
C  -1.8147  -2.1217  0.3947
C  -2.5824  -1.4839  -0.5640
C  -2.4303  -0.1197  -0.8110
C  -1.4934  0.6495  -0.1443
C  -0.7505  0.0416  0.8669
H  0.1379  2.6426  2.2030
H  0.9001  2.2193  0.6815
H  1.7663  2.0002  2.2386
H  1.3098  -0.6658  3.3541
H  0.0090  -2.5303  2.6298
H  -1.9404  -3.1887  0.5630
H  -3.2652  -2.0633  -1.1693
H  -3.0286  0.3840  -1.5590
H  -1.3703  1.6813  -0.4524
C  1.2635  0.9288  -2.5364
C  2.1959  -0.0579  -1.8489
H  1.8317  1.8060  -2.8732
H  0.7161  0.5630  -3.3999
H  0.5578  1.3452  -1.8158
H  1.6403  -0.9003  -1.4488
H  2.6637  0.4464  -1.0094
H  2.9558  -0.4583  -2.5264

The value obtained for the HOMO-LUMO gap is 8.8 eV. The energy relative to the best compared isomer or geometry (same formula, charge and spin) comes out at 0.195 eV. As for the SMILES: Cc1c[nH]c2ccccc12.CC. The total charge is 0.

***

DFT (wB97M-V/def2-TZVPD) results for a molecular structure, C34H23AsClN2OSbSe4Y in a non-equilibrium geometry.

CARTESIAN COORDINATES (ANGSTROEM)
Y  -0.1595  -0.1005  0.0426
Cl  -5.4017  -0.1769  4.8061
C  -4.2001  -0.5723  3.5889
C  -4.3406  -1.7306  2.8489
C  -3.3709  -2.0049  1.8982
C  -2.2756  -1.1831  1.6458
O  -1.4403  -1.6159  0.6819
C  -2.1236  0.0647  2.4347
C  -1.1423  1.1664  2.4595
N  -0.0950  1.4275  1.5922
C  0.7080  2.5344  1.5145
C  1.0990  3.2956  2.5974
C  1.9396  4.4148  2.4215
C  2.3819  4.7852  1.1847
C  1.9818  4.0474  0.0376
C  2.4033  4.3831  -1.2727
C  1.9676  3.6531  -2.3365
C  1.0647  2.5941  -2.1082
N  0.6674  2.2390  -0.9155
C  1.1412  2.9313  0.1751
C  -3.1455  0.2842  3.3917
H  -5.1795  -2.3933  3.0082
H  -3.4319  -2.9027  1.2971
H  -1.3301  1.9222  3.2167
H  0.7763  3.0109  3.5905
H  2.2439  4.9829  3.2926
H  3.0303  5.6433  1.0567
H  3.0753  5.2230  -1.4088
H  2.2997  3.8462  -3.3469
H  0.6714  2.0179  -2.9391
H  -3.0895  1.1795  3.9976
Se  3.0540  0.7149  -5.3326
Sb  1.7488  -1.1421  -4.5537
Se  -0.9904  -0.4008  -2.4784
Se  1.3340  -0.8067  -1.8265
Se  2.5610  -3.3760  -4.9098
C  6.3206  -1.9275  3.0421
C  5.3098  -1.9771  3.9902
C  3.9810  -1.8462  3.6075
C  3.6646  -1.6648  2.2690
C  4.6796  -1.6030  1.3184
C  6.0043  -1.7421  1.7028
As  1.8347  -1.5705  1.6107
C  1.6458  -3.3799  0.9298
C  2.1381  -3.8838  -0.2633
C  1.7404  -5.1432  -0.6904
C  0.8916  -5.9081  0.1001
C  0.4419  -5.4268  1.3208
C  0.8079  -4.1525  1.7375
C  0.3569  -3.4926  2.9795
C  -0.4599  -4.0546  3.9555
C  -0.8158  -3.3116  5.0701
C  -0.3590  -2.0083  5.2304
C  0.4444  -1.4336  4.2559
C  0.7954  -2.1777  3.1406
H  7.3551  -2.0255  3.3459
H  5.5521  -2.1291  5.0348
H  3.1966  -1.8995  4.3519
H  4.4407  -1.4506  0.2714
H  6.7866  -1.7093  0.9553
H  2.7980  -3.3028  -0.8941
H  2.0595  -5.4940  -1.6631
H  0.5660  -6.8812  -0.2452
H  -0.2062  -6.0386  1.9359
H  -0.8295  -5.0660  3.8426
H  -1.4663  -3.7473  5.8180
H  -0.6462  -1.4363  6.1033
H  0.7848  -0.4104  4.3633

The value obtained for the HOMO-LUMO gap (spin up / spin down) is 4.0 / 6.7 eV. The energy relative to the best compared isomer or geometry (same formula, charge and spin) comes out at 3.815 eV. The total charge is -1.

***

DFT (wB97M-V/def2-TZVPD) results for a molecular structure, C9H26ClINO2P2Pb in a non-equilibrium geometry.

CARTESIAN COORDINATES (ANGSTROEM)
C  1.7520  -1.0482  -0.6322
I  -2.3142  1.3590  0.9203
H  1.7401  -1.0819  -1.7237
H  1.7670  -2.0646  -0.2315
H  2.6588  -0.5429  -0.2935
Pb  0.0000  0.0000  0.0000
P  -1.3451  -1.9245  -0.2766
C  -1.5935  -2.8787  1.2611
C  -3.0359  -1.5778  -0.8607
H  -3.4814  -2.4944  -1.2614
H  -1.4765  -3.9318  -1.6453
H  -2.9892  -0.8057  -1.6310
H  -0.5385  -2.6303  -2.4340
H  -2.0588  -2.2163  1.9971
H  -3.6252  -1.2002  -0.0220
C  -0.7301  -3.1466  -1.4895
H  -2.2377  -3.7457  1.0840
H  0.2013  -3.5979  -1.1403
H  -0.6288  -3.2160  1.6502
P  1.1062  2.0910  0.0026
C  1.7421  2.5869  1.6417
C  2.5492  2.2322  -1.1124
H  -0.5691  3.1734  -1.3450
H  0.6849  4.3375  -0.7942
H  -0.5942  3.7606  0.3294
C  0.0546  3.4895  -0.5067
H  2.2570  1.8850  -2.1071
H  2.8785  3.2746  -1.1700
H  2.2254  3.5676  1.5929
H  2.4600  1.8452  2.0024
H  3.3748  1.6141  -0.7515
H  0.8958  2.6249  2.3341
Cl  -0.4295  0.4152  -2.3404
N  0.8029  0.3616  4.8379
C  1.3085  -0.8417  4.1777
C  1.3906  -0.6389  2.6957
O  2.5492  -0.7489  2.0930
O  0.2884  -0.3471  2.0327
H  1.4435  1.1678  4.6537
H  0.7569  0.1924  5.8689
H  -0.1580  0.5885  4.4917
H  2.3151  -1.0893  4.5811
H  0.6275  -1.6954  4.3867

The value obtained for the HOMO-LUMO gap (spin up / spin down) is 5.4 / 5.4 eV. The energy relative to the best compared isomer or geometry (same formula, charge and spin) comes out at 1.095 eV. The total charge is +3.

***

What did the second record say?
DFT (wB97M-V/def2-TZVPD) results for a single C5H10ClNS molecule in a non-equilibrium geometry.

CARTESIAN COORDINATES (ANGSTROEM)
N  -1.3341  -0.8321  -1.0485
C  -1.0131  0.0895  0.0010
C  -0.4383  1.4322  -0.4937
C  0.7036  1.2885  0.5575
Cl  0.4842  2.3226  2.0382
C  0.2489  -0.1287  0.8676
C  1.2463  -1.1992  0.5610
S  1.6773  -1.3426  -1.2793
H  -1.9890  -0.4377  -1.7139
H  -1.7420  -1.7043  -0.7271
H  -1.9159  0.2375  0.6922
H  -1.0634  2.3188  -0.3147
H  -0.0534  1.2608  -1.5400
H  1.7417  1.4302  0.2092
H  0.0408  -0.3862  1.8699
H  2.2290  -1.0563  1.0890
H  0.8191  -2.2404  0.8478
H  0.3584  -1.0527  -1.6162

The value obtained for the HOMO-LUMO gap is 9.3 eV. The energy relative to the best compared isomer or geometry (same formula, charge and spin) comes out at 0.787 eV. As for the SMILES: N[C@@H]1C[C@@H](Cl)[C@@H]1CS. The total charge is 0.

***

What is the total charge in the fifth record? -1